1.
A structure of composition C5H8N in a non-equilibrium geometry, computed with ωB97M-V/def2-TZVPD.

```
14
Properties=species:S:1:pos:R:3:forces:R:3
C 0.551747 -1.272200 1.132202 -4.1 -0.5 0.6
C -1.041530 -0.593107 0.115844 5.9 -0.3 1.2
C 0.028857 -0.887738 -0.658493 -1.3 0.9 -1.3
C 1.265045 -0.622343 0.178291 3.7 1.0 -2.4
C -2.331936 -0.035029 0.380996 0.7 1.1 -3.7
N 1.616956 1.053019 -0.056011 -1.2 -0.5 2.2
H 0.138665 -0.963005 -1.784739 -0.2 -0.8 1.4
H 2.353829 -0.985847 -0.055034 -2.0 0.5 0.2
H -2.593305 -0.382396 1.345373 -1.4 -0.1 0.6
H -2.806907 -0.382866 -0.628726 -0.6 0.4 2.1
H -2.247737 1.115825 0.220400 -0.3 -1.9 0.7
H 2.390455 1.259468 0.602063 -0.4 0.1 -0.7
H 0.769588 1.611957 0.233299 1.2 -0.5 -0.9
H 1.906271 1.084268 -1.025459 -0.1 0.7 -0.1
```
Positions in Å, forces in eV/Å.

Results
* HOMO level: -12.924 eV
* LUMO: -4.92 eV
* charge: +1
* orbital gap: 0.2941 Ha
* multiplicity: 1

Results of the Löwdin charge analysis, in e, for atoms 1 through 2:
1. C 0.23
2. C -0.08

***

2.
The ion C5H8N with charge +1 in a non-equilibrium geometry, computed with ωB97M-V/def2-TZVPD.

```
14
Properties=species:S:1:pos:R:3:forces:R:3
C -0.784994 1.135725 -0.504698 1.6 -1.0 0.8
C 0.124171 -0.022585 0.143711 -4.5 0.6 -2.1
C -0.045100 -1.408583 -0.509502 2.0 3.7 -4.7
C 0.257545 0.072673 1.590648 3.9 0.1 0.5
C 2.037966 0.172910 1.294073 -3.9 -1.3 2.4
N 1.431514 0.528271 0.301019 2.6 0.7 -1.0
H -1.046550 1.844300 0.250893 0.0 0.6 0.6
H -1.703548 0.805342 -0.910211 -0.7 -0.7 -0.6
H -0.159451 1.632333 -1.243034 -0.2 -0.1 -0.2
H -0.261806 -1.223369 -1.673748 -0.2 -0.5 2.7
H -0.752668 -1.905370 0.002145 -2.6 -1.8 1.4
H 0.849906 -1.949505 -0.599456 1.4 -0.8 0.6
H -0.026012 0.992673 2.093790 -0.4 0.1 0.0
H 2.766527 0.025807 2.063880 1.0 0.3 -0.4
```
Positions in Å, forces in eV/Å.

Results
* HOMO level: -15.533 eV
* SMILES: CC1(C)[C@H]2C=[N+]21
* LUMO: -5.92 eV
* charge: +1
* orbital gap: 0.3532 Ha
* multiplicity: 1

Results of the Löwdin charge analysis, in e, for atoms 1 through 2:
1. C 0.03
2. C -0.50

***

3.
The ion C5H8N with charge +1 in a non-equilibrium geometry, computed with ωB97M-V/def2-TZVPD.

```
14
Properties=species:S:1:pos:R:3:forces:R:3
C 1.565963 -0.994601 0.213908 -2.7 -2.2 1.1
C 1.812411 1.290989 -0.027596 0.4 0.7 0.5
C 0.086187 -1.059532 -0.281320 1.5 0.4 -0.2
C -0.567460 0.212218 -0.277077 0.5 1.0 -2.1
C -1.916070 0.420832 0.121346 -2.6 1.3 3.1
N 2.044404 0.175652 0.187603 1.4 -0.5 0.3
H 1.952481 -1.836250 0.737109 0.9 -0.3 0.1
H 2.127413 2.233248 -0.267096 0.3 2.4 -0.6
H 0.400597 -1.407646 -1.268139 -1.0 -0.5 -0.6
H -0.599486 -1.667646 0.268430 0.4 -1.5 0.2
H -0.031550 1.081082 -0.631613 -0.2 0.3 -0.5
H -2.266555 1.498637 0.124527 0.6 -1.2 -0.5
H -1.789450 0.263642 1.247471 -0.8 -0.1 -0.7
H -2.818883 -0.210622 -0.147559 1.5 0.3 -0.2
```
Positions in Å, forces in eV/Å.

Results
* HOMO level (alpha / beta): -12.195 / -16.395 eV
* LUMO (alpha / beta): -5.34 / -6.54 eV
* charge: +1
* orbital gap (alpha / beta): 0.2519 / 0.3621 Ha
* multiplicity: 3

Results of the Löwdin charge analysis, in e, for atoms 1 through 2:
1. C 0.03
2. C 0.28

***

4.
An isolated molecule of C5H8N2, computed with ωB97M-V/def2-TZVPD.

```
15
Properties=species:S:1:pos:R:3:forces:R:3
C 0.237335 0.997047 2.275480 -0.1 0.0 0.1
C 0.058189 0.302502 1.148128 0.1 0.0 0.1
C 0.563940 0.701160 -0.224679 0.0 -0.1 0.0
C -0.024470 -0.352350 -1.149373 -0.2 0.1 0.4
N 0.178917 -0.328579 -2.538468 0.1 -0.1 0.0
C -0.790194 -1.166947 -0.415671 0.1 0.2 -0.2
N -0.733802 -0.817276 0.954340 0.1 -0.2 0.2
H -0.277700 0.739712 3.194300 0.1 -0.1 -0.1
H 0.861084 1.884952 2.287926 -0.1 -0.2 -0.1
H 0.106320 1.681113 -0.322768 0.1 0.3 -0.8
H 1.652138 0.805619 -0.320277 -0.2 0.0 0.2
H -0.155286 -1.173800 -2.987825 0.0 0.2 0.0
H 1.151405 -0.185725 -2.787944 -0.1 0.0 0.0
H -1.391307 -2.009517 -0.732326 0.1 0.1 0.0
H -1.436567 -1.077911 1.619158 -0.1 0.0 0.0
```
Positions in Å, forces in eV/Å.

Results
* HOMO level: -6.830 eV
* SMILES: C=C1CC(N)=CN1
* LUMO: 1.03 eV
* orbital gap: 0.2890 Ha
* multiplicity: 1

Results of the Löwdin charge analysis, in e, for atoms 1 through 2:
1. C 0.01
2. C -0.37

***

5.
An isolated molecule of C5H8N2, computed with ωB97M-V/def2-TZVPD.

```
15
Properties=species:S:1:pos:R:3:forces:R:3
C 2.233950 0.135856 -1.270775 0.1 0.0 0.1
C 1.030021 0.135455 -0.612353 -0.3 0.0 -0.2
C -0.204026 0.031279 -1.386778 0.1 0.0 -0.1
N -1.221987 -0.178743 -0.623830 0.1 -0.1 0.2
C -0.788008 -0.341120 0.813492 -0.3 0.9 -0.1
N -1.713991 0.349822 1.687435 0.2 0.0 0.1
C 0.600048 0.191964 0.737000 0.2 -0.5 -0.1
H 2.291613 0.086144 -2.353817 0.0 0.1 0.2
H 3.151841 0.130141 -0.689395 -0.1 0.0 -0.3
H -0.897881 -1.413321 0.976234 0.0 -0.4 0.2
H -0.307842 0.099750 -2.470188 0.1 0.0 0.2
H -2.200623 -0.209640 -0.885251 0.3 0.0 -0.1
H -2.009742 -0.231783 2.462927 0.0 0.1 -0.1
H -1.233247 1.174532 2.038530 -0.2 -0.1 0.0
H 1.269874 0.039665 1.576770 -0.1 0.0 -0.1
```
Positions in Å, forces in eV/Å.

Results
* HOMO level (alpha / beta): -6.036 / -6.011 eV
* LUMO (alpha / beta): 0.11 / 0.16 eV
* orbital gap (alpha / beta): 0.2259 / 0.2267 Ha
* multiplicity: 1

Results of the Löwdin charge analysis, in e, for atoms 1 through 2:
1. C 0.00
2. C -0.39

***

6.
An isolated molecule of C5H8N2 in a non-equilibrium geometry, computed with ωB97M-V/def2-TZVPD.

```
15
Properties=species:S:1:pos:R:3:forces:R:3
C -0.502155 1.300233 -0.115940 0.0 0.1 0.1
C -0.236814 -0.191183 -0.120729 -0.3 0.2 0.0
C -1.273053 -1.013388 0.634978 0.1 0.0 -0.1
N 0.345782 -0.710967 -1.354103 0.1 0.0 -0.1
C 1.172283 -0.686495 -0.142441 0.2 0.0 0.2
C 2.167256 0.322726 0.161680 0.6 0.9 0.3
N 2.848532 1.183736 0.535411 -0.6 -1.0 -0.6
H -0.700339 1.675477 0.892253 0.0 -0.1 -0.1
H -1.394861 1.474574 -0.724470 0.0 0.1 0.1
H 0.320650 1.889913 -0.536368 -0.1 -0.2 0.1
H -1.608294 -1.869121 0.042632 0.1 0.1 0.1
H -0.826941 -1.370390 1.570901 -0.2 0.0 -0.2
H -2.138361 -0.389586 0.895742 0.2 -0.2 -0.1
H 0.588774 0.046052 -1.994556 -0.1 -0.1 0.2
H 1.408137 -1.681867 0.232083 -0.1 0.3 0.1
```
Positions in Å, forces in eV/Å.

Results
* HOMO level: -9.997 eV
* SMILES: CC1(C)N[C@H]1C#N
* LUMO: 0.87 eV
* orbital gap: 0.3995 Ha
* multiplicity: 1

Results of the Löwdin charge analysis, in e, for atoms 1 through 2:
1. C -0.04
2. C -0.52

***

7.
An isolated molecule of C5H8N2 in a non-equilibrium geometry, computed with ωB97M-V/def2-TZVPD.

```
15
Properties=species:S:1:pos:R:3:forces:R:3
C 2.091740 -0.072701 0.594466 0.4 -0.7 -0.3
C 1.198398 0.021844 -0.800877 0.0 0.3 1.0
C 0.681214 1.238667 -0.312068 -0.7 1.0 -0.1
N -0.570527 1.217288 0.080888 -0.3 0.7 -0.7
N -1.000180 0.024175 -0.378490 -0.1 -0.1 -0.2
C -2.299010 -0.418080 0.068018 -0.2 0.0 -0.1
C -0.033909 -0.692931 -0.971714 0.0 -0.1 0.7
H 3.146357 0.156357 0.467366 0.1 -0.4 -0.3
H 1.919830 -1.059892 1.004692 0.4 -0.3 -0.2
H 1.760178 0.598516 1.426561 0.0 -0.5 -0.9
H 1.320550 2.091255 -0.174154 -0.1 0.3 0.5
H -3.034006 0.356980 -0.140370 -0.1 -0.1 0.0
H -2.246899 -0.578513 1.152111 -0.1 0.0 -0.3
H -2.557063 -1.357877 -0.420175 0.0 0.1 0.0
H -0.376679 -1.525082 -1.596258 0.6 -0.2 0.8
```
Positions in Å, forces in eV/Å.

Results
* HOMO level: -8.028 eV
* SMILES: Cc1cnn(C)c1
* LUMO: 0.62 eV
* orbital gap: 0.3180 Ha
* multiplicity: 1

Results of the Löwdin charge analysis, in e, for atoms 1 through 2:
1. C -0.06
2. C -0.18

***

8.
A cluster of 2 separate species, C5H8N2 in total, computed with ωB97M-V/def2-TZVPD.

```
15
Properties=species:S:1:pos:R:3:forces:R:3
C -2.959127 -0.587507 0.057352 0.2 0.0 0.2
N -1.168097 0.342681 -0.602697 -0.2 -0.1 0.0
C -0.084657 -0.499102 -0.685435 0.1 0.0 0.1
C 0.950229 0.109160 -0.036963 -0.1 -0.1 -0.1
C 2.348159 -0.387710 0.168763 0.1 0.0 0.0
C 0.390339 1.351723 0.399282 0.0 0.1 0.0
N -0.865792 1.494960 0.047263 0.2 -0.1 0.1
H -2.003004 0.304989 -1.197237 0.1 0.1 -0.1
H -3.065217 0.164367 0.862195 0.0 -0.1 -0.1
H -2.421757 -1.422784 0.546503 0.0 0.1 -0.1
H -0.161357 -1.457891 -1.180475 0.0 0.2 0.1
H 3.077948 0.283647 -0.297367 -0.1 -0.1 0.1
H 2.480432 -1.380487 -0.270994 0.0 0.1 0.1
H 2.597401 -0.455734 1.233159 -0.1 0.0 -0.1
H 0.884499 2.139692 0.956651 -0.1 -0.1 -0.1
```
Positions in Å, forces in eV/Å.

Results
* HOMO level: -8.993 eV
* LUMO: 0.11 eV
* orbital gap: 0.3344 Ha
* multiplicity: 1

Results of the Löwdin charge analysis, in e, for atoms 1 through 2:
1. C 0.10
2. N -0.15